The following is a quantum chemistry calculation of C32H50I2N8O4PSeV as an isolated structure in a non-equilibrium geometry, from OMol25.

Each line ends with the Mulliken spin population.
Atoms and positions in Å:
V (-1.40854, 0.17158, -1.10493)  2.1052
I (-4.71262, -0.62001, -0.80493)  0.0092
C (-4.88807, 1.48548, -0.54472)  -0.0038
I (-3.53417, 2.57420, -1.77449)  -0.0037
H (-4.65596, 1.70616, 0.48709)  -0.0011
H (-5.89451, 1.78305, -0.81047)  -0.0004
N (1.09022, 1.73601, 0.29888)  0.0256
C (0.95468, 1.99246, -1.00156)  0.0003
N (1.81534, 2.84419, -1.53802)  -0.0027
C (1.71086, 3.07592, -2.84542)  0.0004
N (2.55485, 3.92817, -3.40522)  0.0061
N (0.79981, 2.47471, -3.65574)  0.0034
C (-0.00429, 1.64555, -3.06592)  0.0535
N (0.00315, 1.33566, -1.74557)  -0.1852
C (-1.00832, 0.90246, -3.84817)  0.0163
C (-1.27207, 1.14859, -5.17972)  -0.0031
C (-2.22798, 0.36808, -5.81830)  0.0020
C (-2.84571, -0.64934, -5.11016)  -0.0058
C (-2.53220, -0.81883, -3.77053)  0.0158
N (-1.65147, -0.04281, -3.13859)  -0.0094
H (1.77632, 2.30836, 0.76930)  -0.0025
H (0.36068, 1.35610, 0.90218)  0.0100
H (3.20387, 4.43605, -2.82784)  -0.0001
H (2.46320, 4.15997, -4.38020)  -0.0002
H (-0.74502, 1.94488, -5.68577)  -0.0001
H (-2.47460, 0.54854, -6.85573)  0.0002
H (-3.57208, -1.29977, -5.57563)  0.0001
H (-3.00010, -1.60026, -3.18883)  0.0017
C (2.84586, -4.45963, 0.92460)  -0.0004
C (2.06080, -4.26764, 2.22616)  0.0002
C (0.82108, -3.37397, 2.09853)  -0.0009
C (1.08302, -1.86895, 2.00619)  -0.0148
N (1.84181, -1.44498, 0.82721)  -0.0286
C (1.39498, -1.42641, -0.43446)  0.0594
Se (-0.33827, -1.93732, -0.99378)  -0.0458
N (2.37392, -0.99123, -1.24787)  0.0003
C (2.35942, -0.94702, -2.70466)  0.0064
C (3.25543, -2.02010, -3.32126)  0.0013
C (2.76849, -3.43924, -3.03231)  -0.0030
C (3.53057, -4.46735, -3.86544)  -0.0002
C (3.47501, -0.65677, -0.47290)  0.0014
C (4.70364, -0.09974, -0.80767)  -0.0002
C (5.58146, 0.14283, 0.22966)  -0.0006
C (5.24872, -0.16294, 1.55605)  -0.0008
C (4.02449, -0.70617, 1.89076)  0.0006
C (3.13407, -0.94320, 0.84915)  0.0037
H (3.53743, -5.29593, 1.01887)  0.0000
H (3.44003, -3.58336, 0.66456)  0.0001
H (2.16331, -4.68016, 0.09964)  -0.0004
H (2.71889, -3.88042, 3.00925)  0.0000
H (1.71525, -5.24753, 2.55810)  0.0001
H (0.19343, -3.50755, 2.98234)  0.0006
H (0.23526, -3.69646, 1.23559)  -0.0013
H (1.64868, -1.53962, 2.87540)  0.0002
H (0.13849, -1.32621, 2.00112)  0.0147
H (2.68416, 0.04768, -3.01999)  0.0006
H (1.33095, -1.10284, -3.02862)  0.0084
H (4.27846, -1.90255, -2.95777)  0.0001
H (3.27448, -1.85020, -4.40039)  0.0000
H (1.69755, -3.50876, -3.24811)  -0.0001
H (2.90576, -3.66434, -1.97084)  0.0006
H (3.37662, -4.28729, -4.92995)  0.0000
H (3.19190, -5.47728, -3.63824)  0.0000
H (4.60059, -4.41784, -3.66001)  0.0000
H (4.96304, 0.14359, -1.82915)  0.0000
H (6.55028, 0.57336, 0.01695)  0.0000
H (5.97111, 0.03063, 2.33709)  -0.0001
H (3.78009, -0.93238, 2.91960)  0.0000
C (-4.97361, -0.88164, 3.35510)  0.0003
C (-3.53651, -0.39689, 3.46689)  -0.0001
C (-2.57429, -1.54596, 3.18096)  0.0011
C (-3.25522, 0.22519, 4.82528)  0.0000
O (-3.41361, 0.67368, 2.44903)  0.0030
P (-2.10770, 1.23731, 1.79470)  0.0330
O (-0.81250, 1.02168, 2.46822)  -0.0011
O (-2.06324, 0.56378, 0.36622)  -0.0499
O (-2.47188, 2.72584, 1.43355)  -0.0195
C (-2.17020, 3.93670, 2.22414)  -0.0004
C (-2.87717, 5.05976, 1.48224)  0.0001
C (-2.72650, 3.77523, 3.63029)  -0.0001
C (-0.66916, 4.19827, 2.26097)  0.0000
H (-5.22369, -1.45762, 4.24534)  0.0000
H (-5.10755, -1.52230, 2.48341)  -0.0001
H (-5.66295, -0.03979, 3.28661)  -0.0003
H (-2.88094, -2.40971, 3.77003)  -0.0001
H (-1.55407, -1.28239, 3.45455)  0.0002
H (-2.60837, -1.82269, 2.12299)  0.0007
H (-3.32069, -0.53156, 5.60579)  0.0000
H (-3.97180, 1.01737, 5.04401)  0.0000
H (-2.24747, 0.64330, 4.83313)  0.0000
H (-3.95290, 4.88743, 1.44000)  -0.0002
H (-2.49416, 5.15144, 0.46534)  0.0000
H (-2.69336, 5.99842, 2.00317)  0.0001
H (-3.79638, 3.56543, 3.60578)  0.0000
H (-2.56716, 4.69594, 4.18939)  0.0000
H (-2.21269, 2.96487, 4.15018)  0.0000
H (-0.26586, 4.24277, 1.24767)  -0.0004
H (-0.15375, 3.42569, 2.82844)  0.0001
H (-0.50015, 5.16065, 2.74223)  0.0001

Atoms 1-3, force components in eV/Å:
0.298 -1.618 -3.266
-0.357 -0.029 -0.096
0.149 -0.152 -0.136

Properties
* frontier orbital gap (spin up / spin down): 7.431 / 7.637 eV
* energy: -6270.42644 hartree
* spin multiplicity: 3
* LUMO level (spin up / spin down): -6.4 / -6.2 eV
* total charge: +2

---

The following is a quantum chemistry calculation of an isolated ion of composition H2N3 and charge +1 in a non-equilibrium geometry, from OMol25.

Each line ends with the natural charge from an NBO analysis.
Atoms and positions in Å:
N (-1.14280, 0.02392, 0.08032)  -0.2466
N (1.12923, -0.03368, -0.00642)  -0.2405
N (-0.00817, 0.01292, -0.05318)  0.4684
H (-2.02566, -0.22101, -0.37841)  0.5007
H (2.04740, 0.21785, 0.35769)  0.5180

Atoms 1-3, force components in eV/Å:
-1.060 0.128 0.166
-0.396 -0.384 -0.629
1.222 -0.049 0.735

Properties
* structure (SMILES): N=[N+]=N
* frontier orbital gap: 11.821 eV
* energy: -165.04151 hartree
* spin multiplicity: 1
* LUMO level: -6.3 eV
* total charge: +1

---

The following is a quantum chemistry calculation of a 2-piece molecular cluster, ClH5N3P overall in a non-equilibrium geometry, from OMol25.

Each line ends with the Mulliken spin population.
Atoms and positions in Å:
N (0.06734, -1.44686, -1.35386)  0.3490
N (0.41960, -0.97487, 1.11420)  0.1138
N (-1.18115, 1.65702, -0.31417)  1.0424
P (0.33500, -0.31068, -0.34465)  0.4609
Cl (2.12374, 0.76685, -0.51707)  0.1770
H (0.10455, -1.05778, -2.26334)  -0.0182
H (0.30207, -0.52375, 2.07988)  -0.0144
H (-0.14007, -1.82192, 1.11847)  -0.0110
H (-0.28748, 2.14069, -0.07648)  -0.0546
H (-1.74360, 1.57129, 0.55701)  -0.0449

Atoms 1-3, force components in eV/Å:
-0.149 -1.025 0.510
-0.675 -0.932 4.357
-0.875 1.395 0.402

Properties
* frontier orbital gap (spin up / spin down): 7.713 / 7.082 eV
* energy: -968.69087 hartree
* spin multiplicity: 3
* LUMO level (spin up / spin down): 0.7 / -2.5 eV
* total charge: 0